16
Properties=species:S:1:pos:R:3 method="wB97M-V/def2-TZVPD" gap_ev=9.6 lumo_ev=0.8 total_energy_ev=-9770.5037 charge=0 spin_multiplicity=1
C -1.447 -1.414 -1.538
C -1.457 -0.206 -0.579
C 1.497 -0.115 0.371
H -2.110 -2.218 -1.315
H -0.473 -1.950 -1.611
H -1.771 -1.023 -2.576
H -0.928 0.615 -1.107
H -2.505 0.143 -0.318
H -1.252 -1.189 1.070
H 2.424 -0.425 0.475
H 2.279 1.827 0.445
H -0.175 1.255 1.291
N -0.663 -0.452 0.598
N 0.600 -1.013 0.231
N 1.456 1.250 0.201
O 0.401 1.860 0.864

16
Properties=species:S:1:pos:R:3 method="wB97M-V/def2-TZVPD" gap_ev=8.1 lumo_ev=0.7 total_energy_ev=-9772.0076 smiles="N=C=C(N)N.CO" charge=0 spin_multiplicity=1
C -1.288 -0.328 0.119
C 2.475 1.005 0.325
C -0.868 -1.245 -0.758
N -2.320 -0.669 1.048
N -1.331 1.047 -0.231
O 1.563 0.438 -0.578
N -0.122 -2.140 -1.139
H 1.024 -0.353 -0.180
H -2.166 -1.582 1.457
H -2.217 1.345 -0.623
H -2.397 0.047 1.762
H -0.538 1.305 -0.809
H -0.041 -2.380 -2.126
H 2.943 1.877 -0.139
H 3.283 0.321 0.610
H 2.000 1.312 1.265

16
Properties=species:S:1:pos:R:3 method="wB97M-V/def2-TZVPD" gap_ev=8.3 lumo_ev=0.5 total_energy_ev=-9769.3713 charge=0 spin_multiplicity=1
C 0.279 -0.701 -0.500
C 0.468 1.230 0.953
N 0.195 0.650 -0.354
N 0.931 -1.544 0.344
C -2.438 -0.036 -0.597
O 1.787 0.745 -1.267
N -1.598 -0.581 0.151
H 2.491 0.571 -0.622
H 0.159 -1.060 -1.515
H 0.881 -1.362 1.334
H 0.951 -2.519 0.096
H -0.424 1.125 1.572
H 1.327 0.786 1.470
H 0.675 2.287 0.796
H -3.506 -0.216 -0.426
H -2.178 0.622 -1.435

16
Properties=species:S:1:pos:R:3 method="wB97M-V/def2-TZVPD" gap_ev=9.1 lumo_ev=0.7 total_energy_ev=-9771.3814 charge=0 spin_multiplicity=1
C -0.950 -1.114 -0.932
C 0.443 0.533 1.747
N -0.909 -1.367 0.399
N -0.094 0.409 -0.942
C -0.629 0.518 0.692
N 1.315 0.248 -1.110
O -1.645 1.172 0.740
H -0.060 -1.873 0.636
H -0.519 1.234 -1.378
H 1.507 -0.020 -2.070
H 1.796 1.124 -0.925
H -1.913 -0.759 -1.299
H -0.411 -1.754 -1.639
H 1.329 -0.029 1.465
H 0.718 1.571 1.960
H 0.022 0.107 2.657

16
Properties=species:S:1:pos:R:3 method="wB97M-V/def2-TZVPD" gap_ev=9.1 lumo_ev=0.9 total_energy_ev=-9772.2029 charge=0 spin_multiplicity=1
C -1.971 -0.217 0.031
C 0.368 1.636 0.185
N -0.641 -0.577 -0.451
C 0.508 0.141 -0.072
N -0.417 -1.971 -0.694
O 2.671 0.393 0.514
N 1.661 -0.471 0.075
H 3.439 -0.203 0.582
H 0.246 -2.042 -1.473
H 0.127 -2.339 0.095
H -2.224 0.820 -0.208
H -2.033 -0.355 1.116
H -2.735 -0.847 -0.439
H -0.467 2.054 -0.381
H 1.264 2.176 -0.132
H 0.203 1.802 1.253

16
Properties=species:S:1:pos:R:3 method="wB97M-V/def2-TZVPD" gap_ev="8.6 / 8.7" lumo_ev="0.2 / 0.7" total_energy_ev=-9768.8540 charge=0 spin_multiplicity=1
C -1.109 2.170 -0.088
C 0.778 -2.535 1.235
C -0.109 1.542 -0.978
N -0.790 -0.698 0.785
N 0.265 -1.231 0.637
N -0.474 0.210 -1.446
O 0.552 -0.665 -1.608
H -2.088 1.766 -0.347
H -0.940 1.672 0.892
H -1.001 3.198 0.016
H 0.600 -3.175 0.485
H 1.755 -2.422 1.622
H 0.243 -2.937 2.144
H 0.100 2.168 -1.810
H 0.874 1.454 -0.406
H 1.344 -0.518 -1.131

16
Properties=species:S:1:pos:R:3 method="wB97M-V/def2-TZVPD" gap_ev=9.4 lumo_ev=0.2 total_energy_ev=-9769.9190 charge=0 spin_multiplicity=1
C -0.429 0.544 1.737
C -0.099 -1.187 -2.445
N -0.091 -1.238 0.261
C 0.176 0.069 0.352
N 0.215 1.698 2.310
O 0.161 -2.006 -1.297
N 0.845 0.795 -0.457
H -0.711 -1.954 -0.442
H 0.981 1.726 -0.068
H 0.127 2.527 1.737
H 1.192 1.535 2.520
H -1.482 0.768 1.560
H -0.394 -0.273 2.456
H 0.732 -0.506 -2.611
H -0.204 -1.888 -3.278
H -1.020 -0.610 -2.335

16
Properties=species:S:1:pos:R:3 method="wB97M-V/def2-TZVPD" gap_ev=9.3 lumo_ev=1.0 total_energy_ev=-9771.4023 charge=0 spin_multiplicity=1
C 1.223 0.961 -0.458
N 1.353 -0.454 -0.528
C -0.189 0.363 -0.448
N -0.879 0.196 -1.682
N -0.328 0.371 2.008
C -0.861 -0.064 0.788
O -0.486 -1.798 0.659
H 0.342 -2.184 0.328
H 1.338 -0.837 -1.473
H -0.760 0.979 -2.316
H -1.612 -0.509 -1.611
H 0.628 0.030 2.085
H -0.859 0.001 2.787
H 1.460 1.545 -1.346
H 1.577 1.396 0.472
H -1.948 0.002 0.734

16
Properties=species:S:1:pos:R:3 method="wB97M-V/def2-TZVPD" gap_ev=10.5 lumo_ev=0.1 total_energy_ev=-9770.5808 charge=0 spin_multiplicity=1
C 1.442 -0.568 -1.569
C 0.796 0.319 -2.621
O -0.375 0.892 0.351
H 1.700 0.064 -0.695
H 2.315 -1.079 -1.964
H 0.739 -1.312 -1.196
H 1.520 1.030 -3.014
H 0.403 -0.283 -3.441
H -0.014 0.886 -2.161
C -2.058 -0.918 2.466
N -0.554 0.555 1.566
N -1.016 -0.741 1.788
N -0.192 1.146 2.595
H 0.296 2.014 2.369
H -2.396 -1.933 2.634
H -2.604 -0.071 2.889

18
Properties=species:S:1:pos:R:3 method="wB97M-V/def2-TZVPD" gap_ev=11.0 lumo_ev=0.8 total_energy_ev=-13869.5284 smiles="NNC(=O)O.CC#N.O" charge=0 spin_multiplicity=1
C -1.411 -0.617 -1.760
C -1.352 0.391 -0.734
O -1.959 -1.257 0.928
N -1.204 1.257 0.024
H -1.063 -1.569 1.130
H -2.205 -0.596 1.660
H -1.694 -0.181 -2.716
H -2.154 -1.355 -1.455
H -0.448 -1.130 -1.818
N 1.471 0.679 1.184
C 1.380 -0.601 0.704
N 1.686 1.706 0.240
O 1.907 -0.761 -0.509
O 0.834 -1.487 1.319
H 2.218 0.119 -0.805
H 0.916 0.876 2.009
H 0.789 2.108 -0.045
H 2.288 2.417 0.643

20
Properties=species:S:1:pos:R:3 method="wB97M-V/def2-TZVPD" gap_ev=9.0 lumo_ev=0.5 total_energy_ev=-26748.6292 charge=0 spin_multiplicity=1
C 3.533 -0.992 -0.049
C -1.473 -0.450 0.156
C -2.298 0.056 -1.067
N 2.819 -1.897 0.249
N 0.826 0.094 -0.651
N -0.152 -0.892 -0.265
O 0.045 2.514 0.417
O 4.324 -0.163 -0.224
O 1.417 1.003 1.625
O -3.570 0.358 -0.490
S 1.344 1.331 0.033
H -2.049 -1.306 0.610
H -1.346 0.393 0.756
H -1.654 0.907 -1.499
H -2.462 -0.742 -1.803
H -0.294 -1.535 -1.100
H 2.511 -2.789 0.030
H 0.310 2.915 1.314
H 1.718 0.084 1.806
H -3.550 1.108 0.153

17
Properties=species:S:1:pos:R:3 method="wB97M-V/def2-TZVPD" gap_ev=8.5 lumo_ev=0.3 total_energy_ev=-20608.5517 smiles="NCCN(O)C(N)=S" charge=0 spin_multiplicity=1
C 1.818 -0.434 0.268
C 0.490 -0.425 1.107
C -1.755 -0.039 0.023
H 2.455 -1.270 -1.475
H 0.942 -0.636 -1.520
H 2.199 0.620 0.136
H 2.578 -0.939 0.809
H 0.176 -1.441 1.222
H 0.615 0.042 2.095
H 0.155 1.797 -0.769
H -2.218 1.868 -0.505
H -3.517 0.662 -0.723
N 1.604 -1.170 -0.948
N -0.473 0.329 0.329
N -2.591 0.962 -0.335
O -0.146 1.678 0.152
S -2.330 -1.603 0.134

16
Properties=species:S:1:pos:R:3 method="wB97M-V/def2-TZVPD" gap_ev=8.7 lumo_ev=-4.2 total_energy_ev=-9206.1297 charge=+1 spin_multiplicity=1
C -1.283 1.408 -0.189
C -0.003 1.738 -0.835
C 0.146 0.019 0.820
N -1.219 0.494 0.667
N 1.067 -0.072 -0.241
N -0.073 -1.513 1.303
N 0.967 -1.072 -1.137
H -2.182 1.751 -0.685
H 0.174 1.880 -1.940
H 0.463 2.511 -0.133
H 0.570 0.670 1.517
H 0.375 -1.606 2.240
H -1.037 -1.781 1.332
H 0.041 -1.495 -1.413
H 0.319 -1.965 0.467
H 1.676 -0.966 -1.774

16
Properties=species:S:1:pos:R:3 method="wB97M-V/def2-TZVPD" gap_ev=10.4 lumo_ev=-3.3 total_energy_ev=-9210.5572 charge=+1 spin_multiplicity=1
C -1.808 0.741 -0.088
C 1.655 -0.292 0.280
C 0.211 -0.410 0.632
N -2.526 -0.347 -0.173
N -0.563 0.751 0.287
N 2.054 0.946 -0.295
N 0.767 -1.122 -0.501
H -2.287 1.686 -0.325
H 2.378 -0.749 0.947
H -0.141 -0.934 1.511
H -3.496 -0.318 -0.446
H 0.008 1.592 0.223
H 1.726 1.018 -1.253
H 3.059 1.056 -0.292
H -2.103 -1.247 0.004
H 0.871 -2.123 -0.389

16
Properties=species:S:1:pos:R:3 method="wB97M-V/def2-TZVPD" gap_ev=8.3 lumo_ev=-5.6 total_energy_ev=-9205.6673 smiles="[H]/N=[N+](/CC)C/N=N/[H]" charge=+1 spin_multiplicity=1
C -0.895 1.372 1.656
C -0.705 0.517 0.511
C 0.974 -0.718 -1.072
N -0.446 -2.089 -2.309
N 1.480 0.668 0.831
N -0.139 -1.670 -1.191
N 0.674 0.206 0.105
H -0.360 0.787 2.413
H -0.486 2.510 1.618
H -1.932 1.473 1.812
H -1.166 0.830 -0.515
H -1.298 -0.368 0.764
H 1.198 -0.107 -1.985
H 1.777 -1.254 -1.073
H -1.134 -2.835 -2.173
H 2.458 0.677 0.608